The following is a DFT calculation (ωB97M-V with the def2-TZVPD basis set) of 32 unconnected molecules or ions with the total composition C10H82F2O33P.

Output
Relative energy (zero: lowest compared OMol25 entry of this formula, charge and spin) in kJ/mol: 409.14
Net charge: +1
Gap between HOMO and LUMO in eV: 8.2
LUMO energy in eV: -3.88

XYZ file:
```
128
Properties=species:S:1:pos:R:3:forces:R:3
C -1.909883 -1.976897 -0.731197 -0.516 0.040 -0.054
C -2.106588 -0.440335 -1.342263 -0.788 -0.236 -0.195
C -0.821461 0.546884 -1.054225 1.140 -2.098 -1.052
O -1.135241 1.702765 -0.175431 2.916 0.796 2.412
P 0.250298 2.071205 0.862131 -1.348 -1.119 -1.458
C 0.531671 0.676889 2.136384 -0.258 -1.716 1.439
C -0.888137 -0.051584 2.633476 -1.125 0.085 -0.059
C 1.730119 2.429989 -0.290036 0.857 0.942 -0.257
C 2.985238 1.382452 -0.159404 0.859 1.184 0.204
C 4.116899 2.103877 0.830660 0.388 -0.190 -0.650
F 3.711451 2.020604 2.283314 0.635 0.077 -3.021
C -0.082513 3.693389 1.872363 -0.501 0.151 0.344
C -1.380175 3.540552 2.889410 -5.854 0.918 -1.106
O -2.651722 3.790593 2.566041 9.154 -1.936 2.577
F -1.072678 3.066652 4.274846 -0.624 1.441 -4.208
H -2.933991 -2.254341 -0.232046 2.054 0.503 -0.696
H -1.733638 -2.764305 -1.601476 -0.110 1.960 2.103
H -1.036421 -2.029867 0.079839 -1.902 0.101 -1.782
H -3.115708 -0.013610 -0.892961 2.473 -0.645 -0.753
H -2.306300 -0.549430 -2.511264 0.802 0.471 2.735
H -0.314960 0.917913 -2.058016 -1.207 -0.569 2.220
H 0.008845 -0.097215 -0.494725 -1.636 1.100 -1.241
H 1.209656 -0.215470 1.740778 -1.269 2.339 0.472
H 1.031905 1.091348 3.131888 -0.756 -0.493 -2.436
H -0.762187 -1.218763 2.788637 0.071 2.585 -0.390
H -1.275841 0.392467 3.667861 0.933 -0.907 -2.322
H -1.754400 0.078998 1.825984 1.863 -0.268 1.709
H 2.158727 3.499289 0.020474 -1.235 -2.318 -0.694
H 1.343083 2.565787 -1.410760 0.606 -0.550 2.607
H 2.696026 0.303927 0.190725 0.732 2.156 -0.866
H 3.506448 1.346389 -1.232635 -1.227 -0.129 2.424
H 5.189367 1.615706 0.653367 -2.504 0.763 0.932
H 4.257899 3.255524 0.582655 -0.602 -2.421 0.644
H -0.269643 4.526948 1.062962 -0.009 -1.576 1.850
H 0.908503 3.941391 2.461505 -2.026 -0.663 -1.002
O -1.247860 -2.184552 -3.548163 0.329 -0.025 -0.709
H -0.415857 -2.274333 -4.036704 -0.336 -0.037 0.031
H -1.921270 -2.122363 -4.242167 0.207 -0.190 0.103
O -2.293307 2.265721 6.973999 -0.067 0.027 -0.322
H -2.513400 1.322746 6.937641 0.069 0.064 -0.079
H -1.948514 2.459881 6.089458 -0.113 -0.163 0.389
O -5.823331 3.357166 1.663661 0.316 -0.075 0.287
H -4.863316 3.392290 1.790547 -0.335 0.113 -0.062
H -6.176349 3.295879 2.564001 0.092 -0.078 -0.315
O 1.303172 0.680738 -3.713183 0.112 0.035 -0.407
H 2.135174 0.590958 -4.201725 -0.223 0.041 0.173
H 0.629761 0.742928 -4.407186 0.132 -0.042 0.184
O -4.332751 -0.070131 0.921961 -0.107 0.230 0.491
H -4.564758 0.870001 0.886070 -0.114 -0.217 0.003
H -4.705438 -0.371205 1.764249 0.054 0.107 -0.281
O 1.035088 5.433289 5.208547 -0.447 -0.190 -0.108
H 0.192126 5.267853 4.760206 0.428 0.145 0.229
H 0.809146 5.403171 6.150371 -0.033 0.067 0.112
O 3.028007 -1.769927 -0.860006 0.264 -0.040 0.163
H 3.478927 -2.374080 -0.251209 -0.231 0.111 -0.125
H 3.081761 -2.218321 -1.717354 -0.147 -0.193 0.086
O -4.430423 1.813962 4.194489 -0.067 0.276 0.192
H -3.850292 2.455036 3.756955 -0.045 -0.164 0.091
H -4.701223 2.261814 5.010017 0.106 -0.137 -0.150
O 2.588711 -4.004427 -2.766679 0.100 -0.040 0.336
H 2.723445 -4.813662 -3.282382 -0.198 0.462 0.039
H 1.632216 -3.981234 -2.613155 0.230 -0.150 0.081
O 1.858225 -4.593449 -5.317627 0.049 0.006 -0.422
H 2.690228 -4.683230 -5.806169 -0.372 0.085 -0.016
H 1.184813 -4.531259 -6.011630 0.118 -0.192 -0.059
O -3.038911 -0.462986 5.600802 -0.338 -0.314 -0.027
H -3.854849 -0.118447 5.207736 0.263 0.183 -0.082
H -3.211544 -1.410739 5.705453 0.178 0.293 0.086
O -1.008155 -2.115907 -6.478746 -0.078 0.096 -0.438
H -1.905176 -2.113761 -6.845233 0.142 0.066 0.108
H -0.436112 -2.073671 -7.259754 -0.065 -0.088 0.194
O 1.607876 5.394811 -1.052542 -0.519 0.217 0.269
H 1.459060 5.911669 -0.246519 0.162 0.109 -0.284
H 0.865887 5.637543 -1.626585 0.283 -0.008 0.046
O 0.655890 -4.655949 -0.518315 -0.225 0.004 0.446
H -0.160636 -4.943614 -0.083003 0.226 0.101 -0.258
H 1.173435 -4.255232 0.196223 0.048 -0.076 -0.202
O -3.342172 -3.731857 -5.684068 0.255 -0.034 -0.028
H -2.385643 -3.821405 -5.810543 -0.093 -0.229 0.068
H -3.637789 -4.633609 -5.487995 0.018 0.102 -0.090
O 3.573882 6.822340 5.060192 0.004 -0.095 -0.403
H 2.697115 6.412605 5.011608 0.050 -0.051 0.064
H 4.016945 6.523671 4.251809 -0.045 0.130 0.393
O -0.678165 6.013416 7.741442 0.094 -0.215 -0.189
H -1.521127 5.847980 7.293102 0.110 0.102 0.480
H -0.904108 5.983299 8.683267 -0.062 0.077 -0.373
O 3.192237 -4.184453 1.643743 0.334 0.260 -0.298
H 3.748981 -4.642823 0.996522 -0.243 -0.024 0.223
H 3.673897 -4.283570 2.478711 -0.204 -0.116 -0.171
O -1.165063 -5.399956 -7.456123 -0.290 -0.165 0.017
H -1.981001 -5.055418 -7.849190 0.227 -0.170 0.094
H -1.337695 -6.347710 -7.351473 -0.013 0.333 0.011
O -4.395883 -6.728585 -6.293268 -0.082 -0.097 -0.096
H -5.211822 -6.384047 -6.686334 0.043 -0.222 0.106
H -4.568516 -7.676339 -6.188618 0.050 0.411 0.009
O -3.412712 5.852997 8.745008 -0.376 -0.297 -0.278
H -4.228650 6.197536 8.351941 0.270 -0.011 0.213
H -3.585344 4.905244 8.849658 0.084 0.213 0.017
O 1.955074 -1.487344 -7.132007 -0.090 0.180 0.377
H 2.915089 -1.452220 -7.005121 0.042 -0.063 -0.035
H 1.602056 -1.548631 -6.231666 0.092 -0.133 -0.231
O 4.376593 1.744968 5.256944 -0.243 0.205 -0.450
H 4.246467 1.689901 4.298300 0.125 -0.011 0.316
H 4.290580 2.690469 5.450907 0.131 -0.107 0.276
O 4.506586 4.414088 7.222804 -0.195 0.208 -0.010
H 4.274580 5.354219 7.186912 0.152 -0.239 -0.195
H 4.133901 4.113014 8.065093 -0.016 0.002 -0.039
O 1.693232 -4.046332 -8.423115 0.009 0.210 -0.388
H 1.563106 -4.101399 -9.381758 -0.113 -0.185 0.224
H 1.607218 -3.100833 -8.229152 0.235 -0.062 0.190
O 5.122743 -1.417522 -6.440334 0.280 -0.219 0.057
H 5.679487 -1.875893 -7.087555 -0.216 0.168 0.137
H 5.604403 -1.516641 -5.605367 -0.234 0.041 -0.249
O 0.079450 7.352210 3.025727 -0.247 -0.257 0.220
H -0.737076 7.064545 3.461038 0.220 0.337 -0.161
H 0.596995 7.752927 3.740265 -0.029 -0.136 -0.170
O 0.353466 -5.629380 -10.870481 0.284 -0.361 -0.095
H 0.804386 -6.233532 -10.261684 -0.226 0.199 -0.076
H 0.407220 -6.077773 -11.727828 -0.025 0.221 0.247
O -7.387307 -7.238181 -6.919289 -0.340 -0.244 -0.127
H -8.203246 -6.893642 -7.312356 0.308 -0.044 0.128
H -7.559940 -8.185934 -6.814640 0.078 0.319 -0.016
O 2.831775 -6.232693 3.509527 -0.450 -0.354 0.004
H 2.015837 -5.888155 3.116460 0.345 -0.062 0.028
H 2.659143 -7.180447 3.614177 0.159 0.315 0.053
O 2.731752 3.833140 9.539339 -0.358 -0.239 -0.137
H 1.915814 4.177677 9.146272 0.247 -0.060 0.117
H 2.559120 2.885386 9.643988 0.115 0.268 0.008
```
Positions in Å, forces in eV/Å.

Mulliken atomic charge list, values in e, 99 entries: number 1, C, carries -0.735; number 2, C, carries -0.062; number 3, C, carries 0.394; number 4, O, carries -0.470; number 5, P, carries 0.222; number 6, C, carries -0.297; number 7, C, carries -0.551; number 8, C, carries -0.341; number 9, C, carries -0.045; number 10, C, carries -0.373; number 11, F, carries -0.327; number 12, C, carries -0.281; number 13, C, carries 0.328; number 14, O, carries -0.568; number 15, F, carries -0.211; number 16, H, carries 0.272; number 17, H, carries 0.301; number 18, H, carries 0.055; number 19, H, carries 0.173; number 20, H, carries 0.153; number 21, H, carries -0.111; number 22, H, carries -0.029; number 23, H, carries 0.298; number 24, H, carries 0.411; number 25, H, carries 0.279; number 26, H, carries 0.207; number 27, H, carries 0.062; number 28, H, carries 0.169; number 29, H, carries 0.324; number 30, H, carries -0.093; number 31, H, carries 0.308; number 32, H, carries 0.333; number 33, H, carries 0.296; number 34, H, carries 0.377; number 35, H, carries 0.431; number 36, O, carries -0.431; number 37, H, carries 0.152; number 38, H, carries 0.318; number 39, O, carries -0.610; number 40, H, carries 0.324; number 41, H, carries 0.314; number 42, O, carries -0.612; number 43, H, carries 0.286; number 44, H, carries 0.329; number 45, O, carries -0.530; number 46, H, carries 0.244; number 47, H, carries 0.269; number 48, O, carries -0.560; number 49, H, carries 0.282; number 50, H, carries 0.254; number 51, O, carries -0.408; number 52, H, carries 0.170; number 53, H, carries 0.244; number 54, O, carries -0.443; number 55, H, carries 0.251; number 56, H, carries 0.236; number 57, O, carries -0.552; number 58, H, carries 0.233; number 59, H, carries 0.311; number 60, O, carries -0.613; number 61, H, carries 0.284; number 62, H, carries 0.265; number 63, O, carries -0.499; number 64, H, carries 0.283; number 65, H, carries 0.231; number 66, O, carries -0.594; number 67, H, carries 0.299; number 68, H, carries 0.277; number 69, O, carries -0.559; number 70, H, carries 0.298; number 71, H, carries 0.237; number 72, O, carries -0.614; number 73, H, carries 0.293; number 74, H, carries 0.319; number 75, O, carries -0.553; number 76, H, carries 0.274; number 77, H, carries 0.300; number 78, O, carries -0.611; number 79, H, carries 0.325; number 80, H, carries 0.292; number 81, O, carries -0.594; number 82, H, carries 0.332; number 83, H, carries 0.309; number 84, O, carries -0.610; number 85, H, carries 0.329; number 86, H, carries 0.282; number 87, O, carries -0.647; number 88, H, carries 0.319; number 89, H, carries 0.316; number 90, O, carries -0.545; number 91, H, carries 0.302; number 92, H, carries 0.274; number 93, O, carries -0.615; number 94, H, carries 0.345; number 95, H, carries 0.283; number 96, O, carries -0.645; number 97, H, carries 0.309; number 98, H, carries 0.327; number 99, O, carries -0.621

***

The following is a DFT calculation (ωB97M-V with the def2-TZVPD basis set) of a molecular structure, C5H13NO2.

Output
Relative energy (zero: lowest compared OMol25 entry of this formula, charge and spin) in kJ/mol: 327.25
Gap between HOMO and LUMO in eV: 9.7
LUMO energy in eV: 0.67

XYZ file:
```
21
Properties=species:S:1:pos:R:3:forces:R:3
C 1.446332 -4.198805 0.839022 0.153 -0.147 0.058
C 0.492634 -3.026651 0.641808 -0.392 0.129 -0.281
C 0.786696 -1.871482 1.592541 0.314 0.144 0.321
N -0.169307 -0.768292 1.542436 1.928 3.678 1.392
C -1.425811 -1.048008 2.224068 -0.219 0.182 -0.110
H 1.241606 -5.000991 0.115599 0.075 0.225 0.221
H 2.493365 -3.884411 0.707925 -0.269 -0.098 0.032
H 1.348840 -4.622195 1.850504 0.038 0.111 -0.279
H 0.560343 -2.657211 -0.394038 -0.054 -0.090 0.245
H -0.545541 -3.367887 0.780394 0.273 0.084 -0.024
H 0.854516 -2.260623 2.627321 0.000 0.013 -0.196
H 1.780449 -1.461671 1.358177 -0.139 -0.106 0.007
H -1.256736 -1.369039 3.267086 -0.125 0.048 -0.237
H -2.052976 -0.147259 2.221448 0.212 -0.164 0.054
H -2.003330 -1.822763 1.699130 0.248 0.088 0.132
H 0.368814 0.302743 2.001521 -2.043 -3.992 -1.481
C -0.079762 0.844795 -0.059583 -0.975 2.861 -0.315
O -1.159038 1.191179 -0.483092 2.555 -1.146 1.770
H 0.731157 0.424540 -0.680943 -0.228 -0.306 0.730
O 0.611926 1.732497 1.168463 -1.385 -1.418 -1.879
H 1.546953 1.829600 0.951229 0.033 -0.095 -0.159
```
Positions in Å, forces in eV/Å.

Partial charges, natural (NBO), in e: number 1, C, carries -0.605; number 2, C, carries -0.409; number 3, C, carries -0.216; number 4, N, carries -0.652; number 5, C, carries -0.422; number 6, H, carries 0.215; number 7, H, carries 0.201; number 8, H, carries 0.204; number 9, H, carries 0.198; number 10, H, carries 0.200; number 11, H, carries 0.168; number 12, H, carries 0.185; number 13, H, carries 0.176; number 14, H, carries 0.215; number 15, H, carries 0.192; number 16, H, carries 0.448; number 17, C, carries 0.665; number 18, O, carries -0.542; number 19, H, carries 0.142; number 20, O, carries -0.835; number 21, H, carries 0.470